22
Properties=species:S:1:pos:R:3:forces:R:3:mulliken_charge:R:1 method="wB97M-V/def2-TZVPD" de_lowest_kcal_mol=21.67 spin_multiplicity=1 lumo_ev=-3.85 gap_ev=10.71 smiles="CC(C)C[C@H]([NH3+])C=O" charge=+1
C 2.3519 -1.4349 0.7502 -0.955 -0.482 -0.058 -1.48
C 0.8353 -1.2954 0.3591 1.242 -0.169 0.521 0.80
C -0.0604 -1.8480 1.4703 -0.071 0.011 -0.183 -1.37
C 0.5768 0.1692 0.0165 0.019 -0.354 -0.599 -1.22
C -0.8652 0.5253 -0.3154 0.157 -0.146 -0.541 0.12
N -1.2577 -0.2457 -1.5812 -0.220 0.238 0.045 -0.28
C -0.9446 2.0120 -0.6188 -0.062 0.915 0.513 -0.23
O -0.6342 2.8025 0.2238 -0.057 -0.275 -0.128 -0.36
H 2.9832 -0.6751 0.3061 0.053 0.148 -0.153 0.41
H 2.6998 -2.4136 0.4197 0.165 0.059 0.141 0.39
H 2.4378 -1.3903 1.8329 0.184 0.118 0.038 0.34
H 0.7536 -1.9304 -0.5327 -0.421 0.250 -0.101 0.21
H -1.0471 -1.3896 1.4681 -0.195 -0.058 0.065 0.30
H 0.3579 -1.6927 2.4620 0.067 0.179 0.008 0.38
H -0.2107 -2.9154 1.3591 0.034 -0.216 -0.012 0.35
H 1.1634 0.3925 -0.8896 0.048 0.160 0.172 0.48
H 0.9472 0.8503 0.7756 -0.147 0.030 0.282 0.45
H -1.5881 0.2470 0.4531 0.078 0.143 -0.033 0.32
H -1.5665 -1.2000 -1.3883 0.267 -0.076 0.142 0.35
H -0.4537 -0.2782 -2.2227 -0.291 -0.075 0.082 0.38
H -2.0466 0.2103 -2.0505 0.148 0.019 -0.096 0.38
H -1.2721 2.3922 -1.6106 -0.042 -0.420 -0.104 0.28

46
Properties=species:S:1:pos:R:3:forces:R:3:mulliken_charge:R:1 method="wB97M-V/def2-TZVPD" spin_multiplicity=1 lumo_ev=-9.77 gap_ev=3.63 charge=+2
H 1.8339 3.6391 -0.2335 0.217 0.276 0.334 0.64
N 1.3590 1.8975 -1.3921 -0.242 0.701 0.405 -0.18
B 0.2525 0.4087 -3.1854 -2.949 -0.792 -1.516 0.23
N 0.7550 1.7486 -2.6106 0.701 0.643 0.197 -0.09
C 0.7426 2.9310 -3.2403 -0.416 -0.830 0.846 0.00
Zr 2.8255 0.8762 -0.2768 -3.656 -1.232 0.880 2.06
H 0.4092 2.9984 -4.2602 -0.259 0.037 -0.041 0.50
C 1.1932 3.9053 -2.3677 0.430 0.867 0.848 -1.00
H 1.1826 4.9716 -2.5368 0.130 -0.092 -0.002 0.42
C 1.5618 3.2527 -1.1975 -0.389 -0.572 -1.428 -0.13
H 0.2510 0.5018 -4.3923 0.436 0.104 0.297 -0.09
C -2.3848 -2.3537 2.1799 2.285 -0.569 -1.202 -1.00
H -1.6138 -2.5764 2.9233 -0.193 -0.017 -0.017 0.24
H -2.0442 -1.5186 1.5684 0.023 0.058 -0.062 0.11
H -2.5069 -3.2208 1.5254 -0.074 0.110 0.182 0.32
N -1.3381 -0.0287 -2.9622 0.882 -0.212 0.606 0.31
N 1.3879 -0.5680 -2.7926 0.771 -0.523 0.127 0.01
N -1.8166 -0.3077 -1.7139 -0.928 0.242 0.667 -0.67
N 2.0295 -0.6157 -1.5795 0.262 -0.373 0.184 -0.31
C -2.3700 -0.2233 -3.8748 -0.320 0.261 0.011 -0.38
C 1.8969 -1.5126 -3.5964 -0.040 0.189 1.522 -0.01
H -2.2560 -0.0720 -4.9491 0.192 -0.039 0.457 0.41
H 1.5980 -1.5672 -4.6171 -0.352 -0.173 -0.419 0.50
C -3.5371 -0.5609 -3.1890 1.476 0.301 0.677 -0.75
C 2.8116 -2.2852 -2.8771 0.168 0.269 0.915 -0.96
C -3.1419 -0.5853 -1.8147 1.687 0.191 -1.119 -0.05
C 2.8714 -1.7079 -1.6025 -0.807 0.173 -1.773 -0.12
H -4.5320 -0.7705 -3.5544 0.267 0.093 -0.234 0.39
H 3.3016 -3.1797 -3.2156 0.151 -0.006 -0.008 0.42
H -3.7686 -0.8211 -0.9498 0.562 0.135 -0.299 0.42
H 3.3298 -2.0589 -0.7057 0.466 -0.243 0.494 0.62
H -3.2716 -2.0957 2.6328 -2.015 0.443 1.087 0.33
C 0.1549 1.2318 3.7453 0.116 0.209 -0.643 -0.93
Si 1.8286 0.6467 3.1042 -1.459 -0.469 3.182 0.19
C 3.1367 1.8272 3.7170 0.064 -0.210 -0.730 -1.02
C 1.9704 -1.0560 3.8762 0.471 0.058 -0.579 -0.94
O 2.0402 0.5619 1.4385 1.734 0.644 -4.152 -0.32
H 0.3824 1.4026 4.8146 -0.215 0.012 -0.364 0.32
H -0.6520 0.4815 3.6784 0.439 0.272 -0.041 0.30
H -0.2044 2.1756 3.3064 0.063 -0.248 0.276 0.33
H 3.0717 1.8655 4.8184 0.220 0.137 -0.517 0.34
H 4.1264 1.4643 3.3908 -0.103 0.218 0.425 0.32
H 2.9749 2.8258 3.2752 0.085 -0.190 0.420 0.31
H 1.1221 -1.7313 3.6611 0.350 0.441 0.088 0.25
H 2.9065 -1.5610 3.5855 -0.277 0.015 0.355 0.33
H 1.9915 -0.8304 4.9574 0.045 -0.312 -0.332 0.33